C9H13Br3NS | ωB97M-V/def2-TZVPD

Last column: Mulliken charge in e.
Geometry (Å):
1 C 0.3558 -0.9870 -0.2798  -0.949
2 C 0.8744 0.4342 0.1221  1.101
3 C 2.2627 0.5245 0.5902  -0.734
4 C 2.8309 1.8270 0.9446  -0.504
5 C 1.9801 3.0164 0.8315  -0.593
6 C 0.6049 2.9056 0.3771  -0.831
7 C 0.0171 1.6036 0.0054  0.684
8 C -1.4418 1.6086 -0.5094  -0.796
9 N -2.3867 0.7600 0.2940  -0.171
10 S -2.6048 1.2808 1.9664  0.016
11 H 0.1535 -0.9617 -1.3851  0.380
12 H -0.5481 -1.2276 0.3374  0.051
13 H 1.1027 -1.7965 -0.0556  0.350
14 H 2.9022 -0.3883 0.6846  0.313
15 H 3.8918 1.9194 1.2723  0.369
16 H 2.4117 4.0137 1.0806  0.356
17 H 0.0082 3.8497 0.3063  0.244
18 H -1.4664 1.3020 -1.5916  0.360
19 H -1.8271 2.6654 -0.4617  0.377
20 H -3.3128 0.8440 -0.1622  0.470
21 H -2.1712 -0.2517 0.2539  0.291
22 H -3.9731 1.4889 2.0482  0.211
23 C 0.0377 -4.9638 -1.4237  -0.325
24 Br -1.4839 -3.7999 -1.1230  -0.034
25 Br 1.5898 -3.9832 -2.0321  -0.019
26 Br 0.4315 -6.0392 0.1312  0.025
27 H -0.2391 -5.6451 -2.2217  0.358

For the total energy, the calculation gives -231987.92508 eV. As for the lowest unoccupied orbital energy: -0.1469 Eh. The value obtained for the HOMO energy is -0.449 hartree. The charge is +1. The HOMO-LUMO gap is 8.22 eV.